Record 1
Below is a structure of composition C22H25N7O4, with properties calculated with the ωB97M-V functional and the def2-TZVPD basis.

```
58
Properties=species:S:1:pos:R:3:forces:R:3
C -18.149419 -6.513686 1.336929 2.07 2.99 -0.79
C -17.026083 -7.344545 0.865916 -1.62 1.74 1.35
N -16.111862 -7.904539 0.456506 -5.73 4.71 -1.05
H -19.102253 -6.897796 0.972696 1.86 0.79 1.63
H -18.116047 -5.620487 0.713074 0.58 -0.27 1.29
H -18.192049 -6.245247 2.392487 1.43 0.42 -1.79
C -18.349021 -5.647897 4.867425 0.09 1.18 1.78
C -17.566804 -6.324110 5.873546 1.39 -2.00 0.46
N -16.896385 -6.802035 6.686449 -0.71 0.43 -0.66
H -18.171972 -4.692249 5.360891 -0.61 1.09 -1.00
H -19.394381 -5.915421 5.021519 0.14 0.15 -0.37
H -17.994972 -5.701987 3.837945 0.15 0.35 0.98
C -21.228244 -6.997244 2.199198 1.14 -0.39 1.72
C -19.893045 -7.313732 2.788219 -4.48 0.90 1.94
N -18.884199 -7.525695 3.279325 -3.28 2.43 5.73
H -21.395149 -5.979383 2.551621 0.04 -0.40 -0.07
H -22.024319 -7.574088 2.669951 0.23 -0.36 -0.04
H -21.274425 -7.055012 1.111706 0.11 -0.49 0.83
C -16.330569 -6.198136 -1.885274 -0.98 0.06 -0.06
C -17.310339 -5.333233 -1.208374 2.36 -0.29 -1.39
N -18.084766 -4.729448 -0.641257 -1.03 1.90 -0.66
H -17.051738 -6.795341 -2.443282 0.59 -0.52 -0.60
H -15.846306 -6.843620 -1.152509 0.02 0.47 -0.50
H -15.622351 -5.686273 -2.536822 -0.30 0.13 0.10
C -21.064577 -5.534578 -0.281330 -1.36 1.29 -0.58
C -21.881207 -4.991289 0.824377 0.33 0.50 -1.16
N -22.539591 -4.561694 1.656893 -0.40 0.57 -0.08
H -20.030499 -5.798999 -0.060256 -0.72 0.53 -0.07
H -21.138744 -4.733548 -1.016820 0.65 0.08 -0.20
H -21.622881 -6.340804 -0.757142 0.21 -0.31 0.24
C -17.327536 -11.377089 2.838930 -3.73 -1.05 -1.55
C -17.727907 -11.976016 1.609479 -0.29 0.95 0.37
C -18.423604 -11.234383 0.652381 0.55 0.23 0.22
C -18.717026 -9.900263 0.946069 0.07 -1.21 0.09
C -18.376983 -9.336586 2.153519 1.35 -2.83 -1.54
C -17.609869 -10.020502 3.082912 -2.22 -0.94 -0.23
N -19.601082 -9.140161 0.079953 -1.80 -1.45 0.33
O -19.607130 -7.900561 0.125672 -1.35 -4.02 -3.12
O -20.459918 -9.814819 -0.487216 0.93 1.20 -0.22
H -16.640212 -11.949580 3.444108 -1.75 -1.09 0.99
H -17.465764 -12.988036 1.338392 0.16 -0.06 0.31
H -18.589927 -11.649692 -0.330600 -0.35 -0.08 0.04
H -18.736019 -8.344181 2.382876 2.00 -3.49 -2.66
H -17.321593 -9.530401 4.001114 0.18 0.06 0.04
C -15.146078 -10.527690 2.556572 2.73 2.19 -3.04
C -13.815307 -10.607996 2.970582 -0.33 -0.30 0.34
C -12.763312 -9.947273 2.336199 -1.33 0.59 -1.10
C -13.119986 -9.115821 1.242004 -1.57 -1.16 0.41
C -14.462385 -9.031361 0.724868 5.39 -1.85 0.92
C -15.445123 -9.744981 1.382516 1.28 -2.17 1.89
N -12.024437 -8.347728 0.683930 0.25 2.77 0.02
O -10.928380 -8.851505 0.759971 0.34 -0.16 -0.47
O -12.199107 -7.145170 0.331777 -0.31 -2.64 0.30
H -15.996567 -11.044814 2.975684 4.40 1.36 -0.03
H -13.657300 -11.216233 3.848929 0.50 -0.08 0.10
H -11.721399 -10.072585 2.591340 -0.12 0.16 0.28
H -14.728229 -8.416515 -0.122297 2.23 -1.31 0.02
H -16.450995 -9.582929 1.024255 0.57 -1.28 0.30
```
Positions in Å, forces in eV/Å.

Results
E_HOMO	-8.90	eV
maximum force	0.1456	hartree/bohr
orbital gap	7.44	eV

Atomic partial charges in e from the natural (NBO) method, atoms 1 to 5: C -0.833; C 0.445; N -0.520; H 0.288; H 0.290

---

Record 2
Below is a structure of composition C50H41F9N4NaO4P2S, with properties calculated with the ωB97M-V functional and the def2-TZVPD basis.

```
112
Properties=species:S:1:pos:R:3:forces:R:3
Na -0.225242 1.052879 -0.020582 0.05 -0.25 0.59
C 0.120614 3.501931 2.335929 0.03 -0.06 0.02
C 0.278543 2.497172 3.476901 -0.17 -0.07 -0.16
C -1.041497 2.325083 4.229890 0.09 -0.03 0.03
C 0.819684 1.145466 2.969935 -0.10 -0.04 0.23
C 1.423880 0.281686 4.092567 -0.12 -0.02 -0.12
O 0.570131 -0.873378 4.156238 0.00 0.03 0.01
C -0.297324 -0.762892 3.110245 0.12 0.05 -0.03
N -0.235332 0.280990 2.396851 0.08 0.33 0.14
C -1.220585 -1.909834 2.977811 0.05 -0.08 -0.11
C -1.583432 -2.561468 4.158066 0.02 0.00 -0.01
C -2.413407 -3.666220 4.128450 -0.03 -0.02 -0.03
C -2.857304 -4.148475 2.905714 -0.03 -0.04 0.01
C -2.489179 -3.510979 1.732502 0.04 0.03 -0.03
C -1.685153 -2.371898 1.736821 0.14 0.16 0.22
P -1.325714 -1.452267 0.169679 -1.04 -0.76 -0.42
C -3.050382 -0.812407 -0.134308 0.07 0.11 -0.07
C -4.076765 -0.754143 0.804490 0.04 -0.01 -0.01
C -5.290954 -0.146349 0.496964 0.02 0.00 0.01
C -5.500400 0.420087 -0.750463 0.04 0.00 0.04
C -4.479339 0.387745 -1.694507 0.01 -0.02 -0.01
C -3.271732 -0.213701 -1.381067 0.03 -0.11 0.02
C -1.369274 -2.882245 -1.036230 0.06 -0.16 0.03
C -0.169712 -3.560121 -1.286833 0.03 0.10 0.06
C -0.114585 -4.631648 -2.170061 -0.02 0.05 0.01
C -1.257139 -5.049695 -2.837582 0.00 0.02 0.02
C -2.454687 -4.389008 -2.604903 -0.03 0.01 -0.01
C -2.512204 -3.325224 -1.711719 0.15 0.04 0.04
H -0.077092 4.503698 2.727193 -0.03 -0.05 -0.03
H -0.726566 3.217537 1.708024 0.03 0.02 0.00
H 1.014732 3.547687 1.705958 -0.06 0.00 0.05
H 1.032854 2.878131 4.174371 0.07 0.01 -0.02
H -1.831214 2.046780 3.528573 0.02 0.01 0.05
H -1.326663 3.258990 4.721180 0.00 -0.06 -0.02
H -0.975325 1.541482 4.993598 -0.01 0.08 -0.03
H 1.566250 1.345168 2.202660 0.04 0.00 -0.05
H 1.411063 0.778571 5.063290 -0.02 -0.02 0.03
H 2.436642 -0.050968 3.866088 0.01 -0.06 0.00
H -1.201539 -2.189879 5.100111 0.00 -0.01 -0.04
H -2.704851 -4.155119 5.050312 0.02 0.02 -0.02
H -3.498284 -5.021849 2.863527 0.04 0.02 -0.01
H -2.838548 -3.906970 0.788018 -0.02 0.03 0.00
H -3.933396 -1.170819 1.794018 -0.01 -0.02 -0.02
H -6.075875 -0.111827 1.245310 0.05 0.00 -0.03
H -6.444561 0.899751 -0.981670 0.04 -0.02 0.00
H -4.612961 0.854687 -2.663694 0.02 -0.03 0.04
H -2.473734 -0.219680 -2.119486 -0.02 0.02 -0.02
H 0.724636 -3.240503 -0.767781 -0.02 -0.02 0.01
H 0.829772 -5.136717 -2.340719 -0.03 0.03 0.01
H -1.216275 -5.883546 -3.529312 0.00 0.03 0.01
H -3.356422 -4.703624 -3.118774 0.02 0.02 0.03
H -3.461802 -2.838858 -1.547942 -0.08 0.08 0.02
F -1.577708 -2.271829 -8.834977 0.05 -0.06 0.00
C -0.552585 -2.722658 -8.076188 -0.01 0.01 0.02
F -0.790340 -4.024865 -7.834442 0.00 0.03 -0.08
F 0.548136 -2.660522 -8.858015 -0.07 -0.04 0.00
C -0.390900 -1.923402 -6.822725 0.00 0.04 0.05
C -0.638472 -2.482911 -5.584108 -0.01 -0.02 0.01
C -0.481482 -1.705876 -4.438639 0.00 0.05 0.00
C -0.074686 -0.381599 -4.526948 -0.15 0.00 0.10
C 0.151807 0.172771 -5.790523 0.01 -0.01 -0.02
C -0.001241 -0.589275 -6.931296 0.01 0.03 -0.01
P 0.200342 0.602074 -2.971511 0.26 -0.02 -0.91
C -0.684441 2.125376 -3.399724 -0.08 0.12 0.32
C -0.450480 3.304504 -2.465526 -0.23 -0.12 -0.44
C -1.180840 4.524820 -2.956710 0.16 -0.16 0.24
C -2.394893 4.357817 -3.534654 0.02 -0.09 0.01
C -2.873889 3.075307 -3.906423 -0.13 0.03 -0.02
C -1.960961 2.021506 -3.922374 0.14 0.05 -0.09
C -3.209351 5.568023 -3.876881 0.06 -0.04 0.00
F -4.522584 5.287115 -4.011584 0.03 0.07 0.03
F -2.822385 6.133217 -5.046031 -0.05 0.02 0.02
F -3.115760 6.542133 -2.943439 -0.04 -0.02 -0.10
C 1.965271 0.980890 -3.371484 0.08 -0.11 0.13
C 2.414529 2.176589 -3.918930 0.00 0.07 -0.03
C 3.768471 2.389538 -4.134893 0.01 -0.01 -0.01
C 4.685164 1.398565 -3.810313 -0.08 0.04 0.02
C 4.250699 0.183222 -3.295292 -0.04 -0.02 0.00
C 2.898044 -0.016310 -3.076243 -0.05 0.00 0.01
C 6.141684 1.631158 -4.050860 -0.02 -0.02 -0.01
F 6.918207 0.909247 -3.213242 0.02 0.07 -0.05
F 6.517929 1.289017 -5.305155 0.03 0.04 0.06
F 6.488373 2.925727 -3.890590 0.03 -0.10 -0.02
H -0.949719 -3.516141 -5.503389 0.01 0.03 0.03
H -0.674906 -2.142229 -3.467614 0.02 -0.03 0.02
H 0.447438 1.212620 -5.866720 -0.01 -0.02 -0.01
H 0.180784 -0.161115 -7.910735 0.01 0.00 0.05
H 0.608801 3.501214 -2.301957 -0.02 -0.04 0.11
H -0.777960 5.506195 -2.737618 -0.02 -0.03 -0.04
H -3.846374 2.978122 -4.370105 0.05 -0.04 0.04
H -2.268147 1.084718 -4.380127 -0.02 0.01 0.00
H 1.700804 2.950839 -4.180544 0.01 -0.04 0.03
H 4.117927 3.328437 -4.547107 -0.04 -0.01 0.02
H 4.969275 -0.590937 -3.053525 -0.05 0.01 0.01
H 2.551219 -0.955354 -2.652922 0.05 0.06 0.01
O -2.584271 2.164324 0.507781 -0.28 0.18 -0.07
S -2.380913 2.988502 -0.695206 0.46 0.11 0.10
N -0.946298 2.758999 -1.172363 -0.60 0.89 -0.27
C 4.841055 1.913514 -0.049830 0.02 -0.08 -0.01
N 3.916436 0.810209 0.160509 -0.08 0.32 -0.15
C 4.378834 -0.380113 0.630971 0.10 -0.04 -0.03
C 3.552348 -1.400995 0.880443 0.02 0.03 -0.01
C 2.123567 -1.230352 0.617130 0.16 0.07 -0.12
O 1.361681 -2.163925 0.918826 -0.20 0.31 -0.10
N 1.697037 -0.057254 0.036853 0.99 -0.64 0.63
C 2.545420 0.980086 -0.125953 0.26 -0.11 -0.03
O 2.168304 2.097808 -0.511630 -0.27 -0.14 0.10
H 5.620003 1.631782 -0.762147 -0.02 -0.02 0.00
H 5.311293 2.209293 0.891319 -0.02 -0.01 0.00
H 4.276514 2.749363 -0.447767 -0.02 0.01 -0.02
H 5.450266 -0.439148 0.780519 0.01 0.03 0.04
H 3.907173 -2.342539 1.272780 -0.04 0.02 -0.03
```
Positions in Å, forces in eV/Å.

Results
E_HOMO	-3.99	eV
maximum force	0.0264	hartree/bohr
orbital gap	5.83	eV
net charge	-1

Atomic partial charges in e from the Löwdin method, atoms 1 to 5: Na 0.015; C -0.054; C -0.370; C -0.058; C -0.252

---

> What is the orbital gap in the first record?

7.44 eV

---

> What is the formula in the first record?

C22H25N7O4

---

> Look up the maximum force of the second one.

0.0264 hartree/bohr